No. 1
Computed, not measured: a structure of composition C40H49N4O2ScSi, with the ωB97M-V functional and the def2-TZVPD basis.

```
97
C40H49N4O2ScSi the ωB97M-V functional and the def2-TZVPD basis
Sc 0.554 -0.927 0.299
C -1.315 -2.223 2.537
N 0.157 -2.127 2.542
C 0.704 -3.503 2.619
C 2.165 -3.660 2.188
C 2.327 -3.938 0.697
N 1.330 -3.188 -0.067
C 1.043 -3.667 -1.217
C -0.108 -3.337 -2.036
C -0.265 -4.030 -3.245
C -1.458 -4.024 -3.930
C -2.553 -3.369 -3.354
C -2.430 -2.688 -2.164
C -1.186 -2.584 -1.511
O -1.056 -1.855 -0.432
C 0.510 -1.347 3.745
C 1.978 -1.024 3.980
C 2.642 -0.113 2.951
N 2.636 -0.597 1.568
C 3.766 -0.572 0.972
C 4.043 -0.840 -0.433
C 5.378 -1.059 -0.796
C 5.747 -1.272 -2.106
C 4.758 -1.236 -3.093
C 3.441 -0.994 -2.768
C 3.049 -0.791 -1.434
O 1.791 -0.556 -1.155
H -1.675 -2.718 3.450
H -1.647 -2.780 1.665
H -1.748 -1.223 2.490
H 0.078 -4.128 1.979
H 0.569 -3.868 3.647
H 2.623 -4.477 2.750
H 2.720 -2.766 2.429
H 2.189 -5.007 0.506
H 3.338 -3.672 0.372
H 1.635 -4.508 -1.598
H 0.577 -4.600 -3.623
H -1.562 -4.550 -4.869
H -3.516 -3.401 -3.848
H -3.276 -2.179 -1.720
H 0.133 -1.891 4.626
H -0.051 -0.413 3.691
H 2.561 -1.931 4.141
H 2.017 -0.484 4.930
H 3.672 0.087 3.271
H 2.118 0.844 2.948
H 4.657 -0.309 1.556
H 6.131 -1.060 -0.015
H 6.781 -1.450 -2.366
H 5.030 -1.392 -4.130
H 2.670 -0.955 -3.527
C 0.161 1.121 1.190
Si -1.075 2.350 0.654
C -0.797 2.618 -1.196
N -0.554 1.376 -1.934
C -1.793 0.727 -2.344
C -2.596 1.537 -3.377
C -1.647 2.263 -4.347
C -0.326 1.507 -4.440
C 0.373 1.483 -3.073
C -2.814 1.819 1.168
C -3.956 1.963 0.381
C -5.206 1.555 0.829
C -5.342 0.993 2.090
C -4.224 0.853 2.901
C -2.980 1.263 2.442
C -0.819 4.064 1.418
C 0.439 4.670 1.338
C 0.682 5.919 1.890
C -0.339 6.596 2.545
C -1.595 6.017 2.640
C -1.829 4.766 2.080
H 0.111 1.029 2.281
H 1.145 1.570 0.974
H 0.131 3.200 -1.203
H -1.550 3.274 -1.661
H -2.393 0.504 -1.461
H -1.524 -0.234 -2.780
H -3.257 2.257 -2.890
H -3.245 0.849 -3.926
H -1.448 3.277 -3.990
H -2.108 2.365 -5.331
H 0.338 1.961 -5.179
H -0.519 0.485 -4.783
H 0.953 2.400 -2.946
H 1.085 0.653 -3.030
H -3.876 2.408 -0.604
H -6.074 1.677 0.193
H -6.315 0.672 2.441
H -4.323 0.427 3.892
H -2.119 1.156 3.095
H 1.254 4.153 0.839
H 1.666 6.365 1.812
H -0.154 7.571 2.980
H -2.395 6.540 3.148
H -2.818 4.330 2.161
```

Computed properties:
**E**: -2973.50923 hartree
**Relative energy (zero: lowest compared OMol25 entry of this formula, charge and spin)**: 0.0 kcal/mol
**Gap between HOMO and LUMO**: 7.77 eV

---

No. 2
Computed, not measured: a structure of composition C40H49N5O5PSScTe, with the ωB97M-V functional and the def2-TZVPD basis.

```
103
C40H49N5O5PSScTe the ωB97M-V functional and the def2-TZVPD basis
Sc 1.338 1.065 0.602
C -1.511 3.066 3.001
C -0.667 1.830 3.158
C 0.709 1.914 3.350
C 1.481 0.748 3.558
C 2.922 0.849 4.010
C 0.850 -0.472 3.450
C -0.523 -0.583 3.169
C -1.162 -1.919 2.933
C -1.270 0.568 3.078
H -0.926 3.983 3.178
H -2.341 3.045 3.715
H -1.946 3.068 1.999
H 1.169 2.888 3.467
H 2.991 1.036 5.075
H 3.432 1.643 3.486
H 3.464 -0.083 3.812
H 1.418 -1.368 3.636
H -0.907 -2.656 3.704
H -0.844 -2.310 1.955
H -2.249 -1.818 2.864
H -2.341 0.526 2.910
C -0.150 5.861 -1.870
N 0.241 5.122 -0.687
C 0.230 5.751 0.619
C 0.567 3.821 -0.731
N 0.523 3.072 0.313
N 0.885 3.335 -1.985
C 1.094 2.029 -2.388
N 1.228 1.835 -3.727
N 1.006 1.044 -1.574
H -0.621 6.795 -1.570
H -0.859 5.295 -2.472
H 0.716 6.156 -2.497
H 0.483 6.795 0.498
H 1.006 5.269 1.222
H -0.728 5.657 1.119
H 0.053 3.490 1.105
H 1.219 4.029 -2.635
H 1.318 2.633 -4.343
H 1.843 1.069 -3.949
H 0.863 0.135 -2.018
O 1.017 -0.944 0.380
P 1.563 -2.320 0.029
C 0.319 -3.252 -0.839
C -0.988 -2.769 -0.892
C -1.956 -3.473 -1.585
C -1.611 -4.666 -2.230
C -0.294 -5.125 -2.215
C 0.664 -4.410 -1.531
C 3.017 -2.199 -0.993
C 3.842 -3.315 -1.030
C 4.984 -3.315 -1.797
C 5.321 -2.180 -2.521
C 4.524 -1.046 -2.473
C 3.369 -1.049 -1.711
C 2.123 -3.202 1.470
C 1.493 -4.352 1.916
C 1.979 -5.002 3.051
C 3.053 -4.473 3.742
C 3.652 -3.293 3.330
C 3.202 -2.656 2.192
H -1.256 -1.828 -0.418
H -2.979 -3.100 -1.629
H -2.373 -5.224 -2.763
H -0.025 -6.042 -2.715
H 1.685 -4.757 -1.520
H 3.618 -4.192 -0.435
H 5.596 -4.213 -1.839
H 6.230 -2.178 -3.105
H 4.808 -0.142 -2.984
H 2.822 -0.128 -1.619
H 0.638 -4.758 1.380
H 1.509 -5.917 3.395
H 3.425 -4.980 4.611
H 4.493 -2.875 3.875
H 3.695 -1.743 1.838
O 3.357 2.004 -0.813
S 3.877 1.794 0.560
O 2.967 2.586 1.460
O 3.404 0.380 0.873
O 5.259 2.024 0.744
C -7.554 0.311 -3.117
C -6.223 0.447 -2.433
C -5.038 0.145 -3.110
C -3.789 0.260 -2.508
C -2.573 -0.034 -3.344
C -3.722 0.650 -1.160
Te -1.854 0.928 -0.285
C -4.902 0.966 -0.449
C -4.923 1.445 0.986
C -6.113 0.852 -1.105
H -7.452 -0.175 -4.093
H -8.018 1.286 -3.261
H -8.228 -0.314 -2.530
H -5.089 -0.160 -4.154
H -2.871 -0.304 -4.358
H -1.955 -0.844 -2.923
H -1.915 0.845 -3.394
H -3.961 1.242 1.477
H -5.724 0.953 1.562
H -5.106 2.525 1.036
H -7.019 1.091 -0.564
```

Computed properties:
**E**: -3972.15108 hartree
**Relative energy (zero: lowest compared OMol25 entry of this formula, charge and spin)**: 0.0 kcal/mol
**Gap between HOMO and LUMO**: 5.84 eV

---

No. 3
Computed, not measured: a structure of composition C40H50AlClNO2Se, with the ωB97M-V functional and the def2-TZVPD basis.

```
96
C40H50AlClNO2Se the ωB97M-V functional and the def2-TZVPD basis
Al -0.276 0.329 -0.560
C 7.097 2.940 -0.777
C 6.731 1.456 -0.633
C 7.175 0.988 0.753
C 7.502 0.644 -1.683
C 5.229 1.275 -0.842
C 4.381 0.748 0.118
C 3.022 0.609 -0.127
Se 1.938 -0.149 1.268
C 1.444 1.468 2.168
C 2.119 1.856 3.313
C 1.756 3.011 3.991
C 0.707 3.747 3.444
C 0.009 3.409 2.291
C 0.366 2.205 1.624
O -0.286 1.783 0.579
C -1.105 4.376 1.843
C -1.788 4.028 0.515
C -2.195 4.423 2.924
C -0.505 5.782 1.672
C 2.443 3.491 5.269
C 3.564 2.546 5.701
C 3.052 4.881 5.040
C 1.418 3.571 6.409
C 2.425 0.991 -1.347
O 1.146 0.851 -1.572
C 3.287 1.532 -2.341
C 4.639 1.648 -2.049
C 2.839 2.006 -3.739
C 1.341 1.878 -4.038
C 3.581 1.183 -4.805
C 3.201 3.492 -3.902
H 8.171 3.086 -0.635
H 6.564 3.537 -0.034
H 6.831 3.322 -1.764
H 8.253 1.133 0.860
H 6.961 -0.072 0.904
H 6.678 1.553 1.543
H 8.581 0.773 -1.552
H 7.245 0.957 -2.696
H 7.266 -0.418 -1.591
H 4.756 0.426 1.080
H 2.929 1.230 3.662
H 0.412 4.656 3.957
H -2.309 3.074 0.540
H -1.071 3.985 -0.303
H -2.519 4.813 0.296
H -2.648 3.438 3.051
H -2.982 5.125 2.634
H -1.799 4.737 3.892
H 0.278 5.765 0.911
H -0.067 6.164 2.595
H -1.281 6.482 1.351
H 4.341 2.473 4.938
H 3.185 1.542 5.901
H 4.026 2.920 6.618
H 3.791 4.845 4.238
H 3.544 5.240 5.950
H 2.290 5.609 4.759
H 0.982 2.588 6.597
H 0.605 4.256 6.166
H 1.894 3.921 7.329
H 5.283 2.061 -2.817
H 1.002 0.845 -3.984
H 1.168 2.250 -5.053
H 0.733 2.456 -3.346
H 3.328 0.125 -4.708
H 4.665 1.279 -4.721
H 3.289 1.515 -5.805
H 2.679 4.091 -3.154
H 2.901 3.843 -4.894
H 4.271 3.672 -3.791
C -3.210 -0.468 2.710
C -3.414 -1.836 2.595
C -2.704 -2.549 1.651
C -1.788 -1.885 0.836
N -1.602 -0.565 0.957
C -2.295 0.123 1.859
C -0.973 -2.529 -0.223
C -0.998 -3.905 -0.447
C -0.192 -4.454 -1.430
C 0.638 -3.625 -2.177
C 0.650 -2.256 -1.941
C -0.157 -1.666 -0.962
H -3.752 0.131 3.428
H -4.128 -2.341 3.234
H -2.859 -3.612 1.539
H -2.101 1.187 1.881
H -1.633 -4.560 0.138
H -0.205 -5.523 -1.608
H 1.276 -4.055 -2.942
H 1.306 -1.622 -2.529
Cl -3.487 0.775 -1.324
C -1.735 1.013 -1.796
H -1.646 2.090 -1.958
H -1.664 0.545 -2.782
```

Computed properties:
**E**: -4863.77187 hartree
**Relative energy (zero: lowest compared OMol25 entry of this formula, charge and spin)**: 0.0 kcal/mol
**Gap between HOMO and LUMO**: 7.16 eV
**Charge**: -1